The following is a quantum chemistry calculation of C52H58N4OSnTe as an isolated structure in a non-equilibrium geometry, from OMol25.

As for the spin multiplicity: 2. For the calculated total energy, the calculation gives -2792.9019 a.u. The value obtained for the HOMO-LUMO gap (alpha / beta) is 0.2271 / 0.2163 Ha. The value obtained for the LUMO energy (alpha / beta) is 2.22 / 1.57 eV. The energy above the lowest of the compared OMol25 structures with the same formula, charge and spin is 0.712 eV. The HOMO energy (alpha / beta) comes out at -3.96 / -4.31 eV. The value obtained for the largest force on an atom is 1.1 eV/Å. As for the net charge: -1.

Positions of all 117 atoms, in Å:
Te 1.1385 -4.1786 -0.1048
Sn -0.8781 -1.0515 1.2217
O 3.7274 -0.5167 -0.6323
N 0.8180 -1.3644 -0.0601
N 1.1142 -0.2532 1.8682
N -3.7686 1.6700 -5.9230
N -0.1242 -1.8515 -2.0753
C -0.1748 -2.8588 -6.1530
C -2.2137 1.0667 -0.7753
C 2.5174 4.2618 -0.2979
C 2.0953 -8.9885 -0.4497
C 0.9242 -1.7084 -1.3528
C 0.6046 -3.3610 3.3244
C 2.1160 -0.0327 5.4997
C 2.8435 -8.0640 -1.1632
C 1.8577 -0.3663 3.0267
C 1.4657 0.4823 4.2173
C 0.2398 1.0084 -3.6645
C -2.8464 -4.4152 -3.0575
C -0.0328 -2.1882 -3.4369
C 2.6262 -3.4693 1.7476
C 2.3967 -5.0540 3.6151
C -0.0922 -6.7197 1.6501
C -2.9848 1.3485 -3.4704
C -0.6591 -5.6510 -2.8173
C 2.8414 -1.9316 1.5795
C 1.6943 -6.2232 -0.1065
C 1.9251 1.9239 3.9535
C 1.8789 -0.9331 0.8375
C 2.6656 -6.6893 -1.0132
C -3.4201 0.2526 -2.7237
C -0.6993 -3.3569 -3.8489
C 1.4638 2.1436 0.1541
C -3.0422 0.1202 -1.4029
C -2.1451 2.2851 -2.8766
C 2.6664 1.4868 -0.0716
C -0.0594 0.4661 4.3793
C -3.4147 1.5229 -4.8378
C 0.9510 -7.1480 0.6471
C -1.8375 0.9329 0.6545
C 0.4927 -1.7132 -5.7440
C -1.7608 2.1363 -1.5569
C 3.7221 3.6087 -0.5369
C 4.2807 -5.2818 2.1311
C 3.7913 2.2290 -0.4304
C 1.2838 -0.0568 -4.0094
C 1.3906 3.5258 0.0379
C 2.2846 -10.4687 -0.6695
C 1.9194 -3.9599 2.9250
C 3.5609 -5.7321 3.2457
C 2.2625 0.4728 -5.0564
C -0.7573 -3.6759 -5.2002
C 3.5301 -5.7908 -1.8630
C 2.8406 -0.0047 0.0177
C 1.1647 -8.5105 0.4607
C 0.5919 -1.3595 -4.4018
C 2.8963 -1.2250 2.9233
C 3.8473 -4.1869 1.4351
C -1.3393 -4.2811 -2.8285
H -1.2720 -4.5794 -5.5128
H -0.7318 -6.1377 -3.7946
H -0.3544 1.0963 5.2237
H 2.9729 -0.2948 -5.3694
H 1.7707 0.5550 6.3555
H 3.6511 -4.8047 -1.4314
H 0.4476 4.0297 0.2165
H -0.5500 0.8526 3.4833
H 3.9099 -6.5768 3.8248
H 0.7186 1.9596 -3.4084
H 4.6037 4.1757 -0.8092
H 3.5901 -1.5016 3.7050
H 4.5146 -6.2423 -1.9983
H 0.5781 -9.2167 1.0407
H -2.7321 0.8346 1.2754
H -1.2783 1.8002 1.0064
H -4.0481 -0.4942 -3.1938
H 1.6931 2.5613 4.8135
H -3.3266 -3.4339 -3.0297
H -0.3689 0.6928 -2.8149
H 1.7452 0.8431 -5.9460
H -0.4309 1.1709 -4.5145
H 5.1927 -5.7826 1.8283
H -3.2997 -5.0413 -2.2840
H 3.3191 -10.7671 -0.4856
H -1.1223 -6.3070 -2.0751
H 4.7162 1.7006 -0.6230
H 3.2042 0.0501 5.4502
H 1.8336 -5.3963 4.4783
H 4.4275 -3.8189 0.5973
H -0.4251 -7.5738 2.2422
H 1.8716 -0.2306 -3.1137
H 3.0881 -5.6498 -2.8524
H 1.8635 -1.0818 5.6739
H 0.4933 -2.3397 2.9679
H -0.9609 -6.2854 1.1523
H 1.9322 -1.9075 -1.7258
H 0.9393 -1.0749 -6.4963
H -1.0911 2.8629 -1.1158
H 2.0455 -10.7412 -1.6999
H -0.4285 -0.5478 4.5645
H -3.0649 -4.8677 -4.0296
H -0.2158 -3.9424 2.8923
H 3.5910 -8.4191 -1.8680
H 0.4006 -5.5557 -2.5687
H 0.5901 1.5662 0.4033
H 0.4910 -3.3615 4.4116
H 1.4265 2.3313 3.0710
H -0.2335 -3.1106 -7.2053
H 1.6415 -11.0523 -0.0096
H -1.7915 3.1270 -3.4589
H -3.3756 -0.7440 -0.8371
H 2.8259 1.3079 -4.6347
H -1.1927 -3.8263 -1.8508
H 3.7895 -1.8641 1.0589
H 2.4569 5.3405 -0.3822
H 0.3041 -5.9625 2.3246
H 3.0028 1.9557 3.7751

Atoms 1-2, force components in eV/Å:
0.034 -0.817 0.138
-0.241 0.038 0.022

Atom charges from the Mulliken analysis, given in e for atoms 1 to 4: Te 0.92; Sn 0.70; O -0.67; N -0.25